{
  "formula": "C25H35As3F9MnN2O3S3",
  "method": "wB97M-V/def2-TZVPD",
  "s2": 8.755,
  "orbital_gap_ev": [7.69, 7.82],
  "lumo_ev": [2.364, 2.362],
  "molar_mass_g_mol": 958.45,
  "fmax_ev_per_a": 3.6,
  "charge": -1,
  "relative_energy_ev": 1.4901,
  "spin_multiplicity": 6,
  "species": ["Mn", "C", "As", "C", "C", "C", "C", "C", "As", "C", "C", "C", "As", "C", "C", "H", "H", "H", "H", "H", "H", "H", "H", "H", "H", "H", "H", "H", "H", "H", "H", "H", "H", "H", "H", "H", "H", "H", "H", "H", "H", "H", "F", "C", "F", "F", "C", "O", "O", "C", "C", "O", "C", "F", "F", "F", "C", "F", "F", "F", "H", "H", "H", "S", "C", "S", "C", "N", "N", "C", "C", "C", "C", "C", "C", "S", "H", "H", "H", "H", "H"],
  "coordinates": [[14.346384, -14.396808, -8.659005], [15.037590, -20.127210, -11.067002], [14.734851, -18.146333, -10.490753], [13.524711, -18.604849, -9.028270], [13.248932, -17.591539, -11.776257], [13.756409, -17.003976, -13.070944], [14.735661, -17.944849, -13.694787], [14.435768, -15.653360, -12.949499], [15.251355, -14.779022, -11.463618], [17.037031, -15.613449, -11.421514], [15.707800, -13.208942, -12.419749], [12.666169, -16.908474, -14.075258], [11.145618, -15.626211, -13.570581], [10.209104, -15.954377, -15.362282], [10.021932, -16.778456, -12.480533], [15.938308, -20.059925, -11.658983], [14.183423, -20.529222, -11.579121], [15.230182, -20.728022, -10.227341], [12.575830, -18.935919, -9.507235], [13.336833, -17.683338, -8.518778], [13.924777, -19.406679, -8.324454], [12.755776, -16.829987, -11.127009], [12.630617, -18.447439, -12.035752], [15.554232, -18.157176, -13.038362], [15.219369, -17.539206, -14.554625], [14.375922, -18.957798, -13.973445], [13.711656, -14.827256, -13.303004], [15.235846, -15.527057, -13.697120], [17.757146, -14.995911, -11.973901], [16.966285, -16.619916, -11.793334], [17.265763, -15.564179, -10.368388], [16.555847, -13.490087, -13.104757], [16.111354, -12.481765, -11.709433], [14.883590, -12.841306, -12.973670], [12.096936, -17.859112, -14.141878], [12.972815, -16.430942, -15.053832], [10.825069, -15.588480, -16.197532], [9.266345, -15.478900, -15.320296], [10.114483, -17.053135, -15.514480], [10.543255, -16.964869, -11.496649], [9.987465, -17.809209, -12.937632], [9.106751, -16.270419, -12.331942], [15.117763, -9.671116, -8.452501], [14.113320, -10.381299, -7.923216], [14.132173, -9.949268, -6.681129], [12.935784, -9.947400, -8.453178], [14.354155, -11.856509, -8.126376], [14.390235, -12.681310, -7.188096], [14.471649, -12.231079, -9.294588], [15.459793, -16.335522, -5.904935], [16.595429, -15.829493, -6.940161], [16.034506, -15.274202, -8.005097], [17.480743, -14.786548, -6.180515], [18.398581, -14.147639, -6.911401], [18.164059, -15.396316, -5.191560], [16.703970, -13.811281, -5.703075], [17.460225, -17.016778, -7.344534], [16.732420, -17.923348, -8.089416], [18.011267, -17.661860, -6.260058], [18.557582, -16.687486, -8.080845], [14.800508, -15.452820, -5.844040], [15.740409, -16.710378, -4.982778], [14.938604, -17.140004, -6.455821], [12.033484, -17.552737, -3.129732], [12.017157, -16.617296, -4.449236], [11.928848, -17.253095, -6.101905], [11.986526, -15.629500, -6.699698], [11.891667, -14.721753, -5.811322], [12.024691, -15.250759, -4.559956], [12.049374, -14.223296, -3.524228], [13.118203, -13.345217, -3.462521], [13.131464, -12.444610, -2.408375], [12.067032, -12.407522, -1.475362], [11.020621, -13.326081, -1.557000], [11.030635, -14.213663, -2.622828], [12.154005, -15.348814, -8.384451], [13.988852, -13.414859, -4.159632], [13.887928, -11.697491, -2.344332], [12.031059, -11.684721, -0.619145], [10.152506, -13.330845, -0.950168], [10.261215, -14.930257, -2.811320]],
  "forces_ev_per_angstrom": [[0.830, 0.193, 0.212], [-0.047, 2.372, -0.377], [-0.266, -1.514, -0.564], [-0.197, -1.335, -0.010], [0.766, 0.281, 1.353], [0.703, -0.053, -0.028], [0.984, -1.866, -0.115], [-0.758, 2.242, -1.919], [-0.008, -0.976, 1.960], [-0.364, 1.052, 0.073], [2.247, 0.082, -0.357], [-2.771, 1.426, -0.560], [0.421, -0.108, -1.309], [1.712, -1.159, 0.651], [2.131, -2.027, 0.515], [0.051, -0.409, -0.484], [-0.295, -0.068, -0.521], [0.290, -0.581, 1.343], [0.504, 0.021, 0.558], [-0.186, 0.328, 0.545], [-0.407, 1.126, -1.008], [-0.206, -0.582, -0.637], [-0.356, -0.073, 0.458], [0.670, -0.048, 0.699], [0.039, 0.472, -0.919], [-0.371, 0.626, 0.192], [0.731, -1.200, 0.680], [-0.195, -0.467, -0.100], [-0.205, -0.269, -0.010], [0.203, -0.319, 0.002], [0.441, -0.453, 0.325], [-0.915, 0.381, 0.371], [-0.332, 0.084, -0.172], [-0.767, 0.603, -0.426], [0.678, 0.305, -0.592], [-0.094, -1.060, 0.867], [-0.253, 0.185, 0.391], [-1.038, 0.447, -0.193], [-0.169, 0.662, 0.202], [-0.697, 0.566, -0.873], [-0.589, 1.086, 0.258], [-1.158, 0.066, 0.151], [0.316, 0.029, -1.424], [-0.006, 1.759, 0.236], [-0.650, -0.541, 1.689], [0.650, -0.561, -0.117], [-0.275, -1.889, 0.892], [-0.267, 0.898, 0.721], [0.067, 0.070, -2.040], [-0.140, 0.938, -3.440], [-0.743, -0.002, 1.723], [-0.468, 0.426, -1.239], [-0.111, -0.375, -0.422], [0.244, -0.181, -0.618], [-0.185, 0.483, 0.590], [-0.165, -0.152, 0.665], [1.129, -1.187, -0.113], [0.941, 0.812, 1.074], [-0.998, -0.128, -0.851], [-0.895, 0.039, -0.075], [0.130, -0.473, 0.262], [0.856, -0.481, 1.903], [0.063, 0.427, 0.250], [0.114, -0.573, 1.208], [-0.277, 0.997, -1.041], [0.287, 0.184, 0.976], [-0.185, -0.172, -0.801], [0.926, 0.621, -0.008], [-0.527, 0.075, 0.349], [0.862, -1.362, -0.713], [1.041, -0.144, -0.056], [-1.419, 0.156, 0.436], [-0.009, 0.163, 0.781], [0.825, 0.256, -1.375], [-0.291, -0.059, 0.255], [-0.528, 0.153, -0.994], [-1.070, 0.141, 0.474], [0.603, 0.265, 0.088], [0.351, -0.579, -1.060], [-0.404, 0.222, 0.886], [-0.546, -0.295, 0.297]],
  "lowdin_charge": [0.63, -0.27, 1.18, -0.37, -0.35, -0.76, -0.11, -0.40, 1.10, -0.29, -0.32, -0.36, 1.12, -0.33, -0.37, -0.01, 0.01, -0.02, 0.03, -0.11, 0.06, 0.05, 0.08, 0.03, 0.08, 0.11, 0.05, 0.08, 0.03, -0.02, -0.01, 0.04, 0.03, 0.01, 0.08, 0.10, 0.01, -0.02, 0.02, 0.02, 0.04, -0.01, 0.14, -0.56, 0.16, 0.14, -0.59, -0.02, -0.04, 0.05, -0.48, -0.25, -0.56, 0.15, 0.14, 0.15, -0.48, 0.07, 0.11, 0.13, 0.08, 0.06, 0.08, 0.56, -1.14, 0.95, -1.14, 0.03, -0.15, -0.22, 0.00, -0.07, -0.08, -0.08, -0.05, 0.53, 0.13, 0.09, 0.11, 0.09, 0.11]
}